(1)
6 unconnected molecules or ions with the total composition C34H83N5O2S, computed with the ωB97M-V functional and the def2-TZVPD basis.

Geometry (Å):
O (-2.142, -32.275, 13.919)
S (-1.486, -30.989, 14.307)
O (-0.160, -30.943, 14.947)
C (-1.444, -29.950, 12.818)
C (-2.765, -29.156, 12.834)
C (-3.373, -29.093, 14.230)
C (-2.615, -29.924, 15.273)
H (-1.176, -30.557, 11.953)
H (-0.745, -29.120, 12.925)
H (-2.387, -28.203, 12.462)
H (-3.454, -29.508, 12.066)
H (-4.445, -29.287, 14.210)
H (-3.246, -28.054, 14.533)
H (-3.209, -30.599, 15.889)
H (-1.953, -29.266, 15.836)
C (2.766, -32.845, 13.610)
C (2.930, -33.660, 12.294)
N (1.701, -34.284, 11.857)
C (0.487, -33.442, 11.683)
C (-0.787, -34.257, 11.758)
C (1.793, -35.183, 10.669)
C (2.824, -36.224, 10.773)
H (2.156, -33.185, 14.447)
H (2.418, -31.833, 13.399)
H (3.756, -32.727, 14.051)
H (3.300, -33.025, 11.488)
H (3.684, -34.337, 12.695)
H (0.471, -32.567, 12.333)
H (0.351, -33.033, 10.682)
H (-1.717, -33.690, 11.706)
H (-0.756, -34.935, 10.905)
H (-0.913, -35.019, 12.527)
H (2.158, -34.454, 9.945)
H (0.856, -35.733, 10.576)
H (3.754, -35.683, 10.949)
H (2.929, -36.787, 9.846)
H (2.733, -36.938, 11.591)
C (-7.926, -33.056, 15.785)
C (-6.794, -32.602, 14.777)
N (-6.319, -33.697, 13.884)
C (-6.015, -34.827, 14.676)
C (-5.781, -36.048, 13.978)
C (-5.193, -33.131, 13.077)
C (-5.329, -32.761, 11.554)
H (-8.850, -33.509, 15.424)
H (-8.283, -32.164, 16.299)
H (-7.629, -33.746, 16.575)
H (-7.268, -31.765, 14.265)
H (-5.988, -32.082, 15.296)
H (-5.140, -34.542, 15.260)
H (-6.725, -35.163, 15.432)
H (-5.055, -36.679, 14.491)
H (-6.751, -36.539, 14.052)
H (-5.597, -35.932, 12.910)
H (-4.384, -33.861, 13.124)
H (-4.876, -32.213, 13.571)
H (-6.311, -32.704, 11.085)
H (-4.969, -33.529, 10.869)
H (-4.850, -31.820, 11.286)
C (0.784, -31.904, 18.545)
C (0.695, -30.487, 18.007)
N (1.106, -29.593, 19.057)
C (0.277, -29.386, 20.296)
C (-1.194, -29.146, 19.958)
C (1.179, -28.184, 18.422)
C (2.538, -28.107, 17.911)
H (1.827, -32.216, 18.600)
H (0.186, -32.671, 18.053)
H (0.208, -31.962, 19.468)
H (1.327, -30.570, 17.123)
H (-0.298, -30.324, 17.587)
H (0.451, -30.250, 20.938)
H (0.724, -28.543, 20.822)
H (-1.781, -28.980, 20.862)
H (-1.408, -28.285, 19.325)
H (-1.616, -30.066, 19.552)
H (1.125, -27.382, 19.159)
H (0.488, -27.973, 17.606)
H (3.226, -28.330, 18.727)
H (2.622, -27.098, 17.508)
H (2.786, -28.809, 17.115)
C (-9.826, -26.210, 14.516)
C (-9.438, -26.814, 15.898)
N (-8.885, -28.244, 15.783)
C (-9.742, -29.243, 15.222)
C (-11.106, -29.031, 15.919)
C (-7.525, -28.336, 15.165)
C (-6.426, -27.818, 16.097)
H (-8.880, -26.119, 13.982)
H (-10.075, -25.153, 14.425)
H (-10.518, -26.855, 13.974)
H (-8.660, -26.102, 16.172)
H (-10.362, -26.741, 16.471)
H (-9.451, -30.241, 15.552)
H (-9.878, -29.105, 14.149)
H (-11.769, -28.410, 15.316)
H (-10.993, -28.807, 16.980)
H (-11.550, -30.025, 15.983)
H (-7.198, -29.332, 14.868)
H (-7.487, -27.748, 14.247)
H (-5.913, -26.982, 15.622)
H (-6.922, -27.596, 17.042)
H (-5.657, -28.582, 16.209)
C (-5.263, -25.678, 11.618)
C (-5.205, -25.250, 10.166)
N (-3.996, -24.540, 9.784)
C (-2.658, -25.074, 10.073)
C (-2.284, -26.420, 9.337)
C (-4.052, -23.890, 8.511)
C (-3.780, -22.426, 8.634)
H (-5.348, -24.858, 12.330)
H (-4.444, -26.294, 11.990)
H (-6.050, -26.423, 11.732)
H (-5.337, -26.168, 9.595)
H (-6.107, -24.652, 10.038)
H (-1.914, -24.330, 9.788)
H (-2.572, -25.164, 11.156)
H (-1.825, -26.212, 8.370)
H (-1.465, -26.972, 9.796)
H (-3.152, -27.060, 9.177)
H (-4.969, -24.185, 7.999)
H (-3.231, -24.203, 7.867)
H (-3.660, -21.830, 7.729)
H (-2.895, -22.109, 9.186)
H (-4.611, -21.915, 9.122)

## Properties
HOMO-LUMO gap = 8.1 eV
SMILES string = O=S1(=O)CCCC1.CCN(CC)CC.CCN(CC)CC.CCN(CC)CC.CCN(CC)CC.CCN(CC)CC
ΔE to the lowest compared entry with this formula, charge and spin = 446.5 kJ/mol

---

(2)
11 unconnected molecules or ions with the total composition C34H85BN5O23, computed with the ωB97M-V functional and the def2-TZVPD basis.

Geometry (Å):
O (-2.096, 0.753, 0.142)
C (-0.911, 0.703, 0.046)
O (-0.131, -0.325, -0.255)
B (1.319, 0.011, -0.268)
O (1.246, 1.477, -0.402)
C (0.038, 1.946, -0.176)
O (-0.300, 3.087, -0.222)
O (1.948, -0.491, -1.527)
C (2.823, -1.401, -1.193)
O (3.412, -2.155, -1.934)
C (2.968, -1.416, 0.356)
O (2.145, -0.505, 0.833)
O (3.672, -2.154, 0.968)
C (-3.304, -6.882, -0.384)
C (-3.701, -5.555, 0.296)
C (-2.494, -4.744, 0.687)
O (-2.953, -3.521, 1.258)
C (-1.987, -2.487, 1.233)
N (-4.631, -4.806, -0.572)
H (-2.375, -7.258, 0.063)
H (-3.009, -6.907, -1.437)
H (-4.093, -7.631, -0.309)
H (-4.257, -5.942, 1.159)
H (-1.845, -4.530, -0.169)
H (-1.896, -5.364, 1.363)
H (-0.967, -2.887, 1.286)
H (-2.180, -1.797, 2.046)
H (-1.920, -1.915, 0.306)
H (-5.542, -5.164, -0.302)
H (-4.591, -3.878, -0.154)
C (4.534, -2.294, -5.612)
C (5.264, -1.274, -4.729)
C (4.457, -0.006, -4.465)
O (5.236, 0.958, -3.750)
C (4.421, 1.950, -3.153)
N (5.835, -1.929, -3.554)
H (4.124, -1.807, -6.500)
H (3.608, -2.524, -5.067)
H (5.152, -3.156, -5.831)
H (6.136, -1.081, -5.368)
H (3.552, -0.205, -3.888)
H (4.260, 0.443, -5.446)
H (4.094, 2.657, -3.923)
H (5.103, 2.495, -2.497)
H (3.610, 1.583, -2.523)
H (6.166, -1.199, -2.922)
H (5.054, -2.276, -2.985)
C (-0.348, 0.271, 3.534)
C (-1.417, 0.357, 4.647)
C (-1.343, 1.775, 5.131)
O (-2.497, 2.179, 5.898)
C (-2.563, 1.634, 7.201)
N (-2.729, 0.132, 4.034)
H (-0.354, 1.143, 2.881)
H (-0.367, -0.650, 2.947)
H (0.663, 0.165, 3.945)
H (-1.127, -0.257, 5.508)
H (-1.262, 2.519, 4.340)
H (-0.522, 1.906, 5.844)
H (-1.573, 1.781, 7.653)
H (-2.828, 0.575, 7.188)
H (-3.238, 2.213, 7.828)
H (-2.751, -0.837, 3.738)
H (-3.458, 0.248, 4.731)
C (2.361, 3.951, 2.339)
C (3.611, 3.175, 1.874)
C (3.802, 1.933, 2.735)
O (4.021, 2.210, 4.121)
C (4.066, 1.010, 4.835)
N (3.587, 2.747, 0.455)
H (1.549, 3.228, 2.451)
H (2.127, 4.602, 1.492)
H (2.415, 4.536, 3.254)
H (4.496, 3.816, 1.892)
H (4.718, 1.419, 2.420)
H (2.970, 1.231, 2.609)
H (4.899, 0.370, 4.527)
H (3.172, 0.376, 4.724)
H (4.073, 1.069, 5.925)
H (3.612, 3.680, 0.046)
H (2.676, 2.331, 0.224)
C (-4.276, 2.878, -3.153)
C (-4.511, 1.412, -2.703)
C (-5.485, 1.312, -1.526)
O (-6.007, 0.011, -1.301)
C (-5.130, -0.686, -0.442)
N (-5.043, 0.668, -3.844)
H (-4.419, 3.655, -2.398)
H (-4.939, 3.039, -3.998)
H (-3.199, 2.920, -3.322)
H (-3.611, 0.815, -2.511)
H (-6.340, 1.979, -1.664)
H (-4.977, 1.670, -0.627)
H (-4.130, -0.793, -0.881)
H (-5.390, -1.741, -0.386)
H (-5.042, -0.248, 0.552)
H (-4.497, 0.376, -4.639)
H (-5.520, -0.170, -3.529)
C (-3.927, 4.018, 1.046)
C (-3.099, 3.514, 2.202)
O (-3.927, 2.905, 3.187)
O (-4.526, 5.293, 1.131)
H (-4.610, 3.239, 0.701)
H (-3.198, 4.181, 0.245)
H (-2.485, 4.278, 2.695)
H (-2.396, 2.756, 1.839)
H (-3.393, 2.420, 3.825)
H (-5.416, 5.313, 1.485)
C (3.733, -3.634, 3.679)
C (3.231, -2.192, 3.731)
O (2.916, -1.948, 5.114)
O (2.658, -4.571, 3.730)
H (4.529, -3.715, 4.433)
H (4.347, -3.957, 2.830)
H (2.336, -2.168, 3.108)
H (4.041, -1.515, 3.476)
H (2.531, -2.761, 5.456)
H (2.811, -5.282, 3.110)
C (-1.072, 5.737, -2.500)
C (0.268, 5.034, -2.695)
O (1.302, 5.921, -3.190)
O (-1.182, 6.278, -1.206)
H (-1.752, 4.874, -2.512)
H (-1.208, 6.439, -3.316)
H (0.275, 4.195, -3.399)
H (0.673, 4.553, -1.803)
H (2.009, 5.946, -2.544)
H (-1.275, 5.603, -0.531)
C (-0.642, 0.339, -4.146)
C (-1.080, 1.591, -4.833)
O (-0.619, 1.666, -6.162)
O (0.767, 0.494, -3.943)
H (-0.875, -0.542, -4.754)
H (-1.141, 0.213, -3.178)
H (-0.741, 2.429, -4.217)
H (-2.168, 1.554, -4.928)
H (0.342, 1.581, -6.165)
H (1.144, -0.230, -3.432)
C (1.563, -4.756, -1.429)
C (1.496, -6.181, -2.021)
O (1.420, -7.075, -0.934)
O (2.825, -4.589, -0.758)
H (0.732, -4.592, -0.739)
H (1.488, -3.935, -2.148)
H (2.425, -6.392, -2.559)
H (0.586, -6.224, -2.619)
H (2.104, -6.814, -0.305)
H (3.265, -3.828, -1.183)

## Properties
total charge = -1
HOMO-LUMO gap = 8.9 eV
ΔE to the lowest compared entry with this formula, charge and spin = 0.0 kJ/mol